(1)
{
  "formula": "C28H44AlBrCl2F17MgNO9PS2",
  "method": "ωB97M-V with the def2-TZVPD basis set",
  "elements": ["Br", "Cl", "Cl", "S", "S", "P", "Al", "Mg", "F", "F", "F", "F", "F", "F", "F", "F", "F", "F", "F", "F", "F", "F", "F", "F", "F", "O", "O", "O", "O", "O", "O", "O", "O", "O", "N", "C", "C", "C", "C", "C", "C", "C", "C", "C", "C", "C", "C", "C", "C", "C", "C", "C", "C", "C", "C", "C", "C", "C", "C", "C", "C", "C", "C", "H", "H", "H", "H", "H", "H", "H", "H", "H", "H", "H", "H", "H", "H", "H", "H", "H", "H", "H", "H", "H", "H", "H", "H", "H", "H", "H", "H", "H", "H", "H", "H", "H", "H", "H", "H", "H", "H", "H", "H", "H", "H", "H", "H"],
  "coordinates": [[5.581050, 1.585518, 5.430972], [1.985495, -3.659021, -4.156688], [0.209317, 4.753279, -2.336147], [0.915999, -3.211756, 5.686499], [6.539555, -0.873881, 6.735539], [-1.674497, 0.162946, -2.596685], [0.228474, 2.552743, -6.324199], [-2.179841, 3.372474, 3.602639], [-0.156367, -1.467614, 2.844911], [-1.771186, -0.110216, 4.729048], [0.112255, 2.406636, -4.305903], [-0.057200, -3.619005, 6.839183], [1.966471, -2.721886, 6.802750], [-2.183924, -2.741475, 5.205116], [-1.827593, 2.117948, -5.429131], [-3.500205, -0.824420, 3.667577], [-1.106723, 4.051241, -4.967124], [0.410558, -4.094793, 3.242519], [2.039016, -2.898438, 4.579451], [-2.359700, -3.926495, 3.491316], [-0.629325, -5.048282, 4.764539], [0.379358, -1.736306, 5.607150], [-2.988988, 5.420950, -4.800384], [-1.936293, -2.217759, 1.927380], [1.571168, -4.668520, 5.792444], [-0.640106, 1.309155, -1.761060], [4.181012, 3.339914, 1.413185], [-3.897055, -0.467000, -7.926251], [-1.900012, 2.923421, -3.383522], [-2.555866, -0.176347, -1.102824], [6.665983, 0.111305, 5.571028], [4.735100, 1.523117, 0.266656], [6.887132, -0.488760, 8.063564], [-4.258195, 1.518386, -6.987737], [-0.868902, 4.014771, -0.594723], [7.421427, -2.358412, 6.263309], [0.579497, 1.087810, 0.229549], [-1.549637, -3.046430, 4.088826], [-2.967803, -0.979659, -4.958436], [-3.539510, 2.166136, -8.047357], [-3.126164, 3.614164, -7.646154], [3.966245, 2.397594, 0.444695], [-2.714951, 1.739983, -3.074550], [1.478447, 2.273099, 0.692995], [-3.084659, -0.851080, -3.410844], [-2.204348, -0.558192, 3.513426], [2.659353, 2.568544, -0.300201], [4.896930, -1.564773, 6.708538], [-0.605539, -1.383607, -2.156936], [-0.316643, -2.304535, -3.352378], [-1.999834, 0.628806, 2.561041], [-0.805272, 1.458250, -0.371098], [5.029187, -2.773627, 5.794035], [-2.816592, 0.537521, 1.249966], [-0.237154, -3.857315, 4.345874], [6.349705, -3.455253, 6.166210], [0.671041, -3.425877, -2.925050], [-4.305993, -0.523285, -5.620321], [-1.476137, 2.779747, 0.036164], [-1.428335, -1.835623, 3.094378], [-1.924532, 0.336773, 0.005070], [-4.121254, 0.175729, -6.957552], [-1.259637, 2.845373, -4.467150], [4.179425, -3.439958, 5.911078], [-4.916048, -1.414502, -5.773085], [-2.630784, 1.637326, -8.346968], [-1.257499, -0.487135, 0.355541], [-0.855863, 0.191731, -3.785219], [-4.064019, -0.482474, -3.092164], [-3.266498, 1.993780, -2.166207], [-3.555531, 1.341427, 1.135774], [-2.411213, 1.496193, 3.140384], [-3.358103, 4.268017, -8.489353], [1.965941, 1.948869, 1.622315], [-3.598040, 3.956366, -6.718613], [-1.127507, -1.968749, -1.385143], [6.245562, -3.952486, 7.132137], [-4.229893, 2.251306, -8.890479], [-1.207289, -2.833471, -3.703568], [1.181625, -3.113769, -2.012087], [6.632958, -4.212224, 5.437810], [-2.031492, 3.651235, -7.529851], [-2.075993, -0.508576, -5.384365], [4.178515, -0.828445, 6.349673], [4.651692, -1.858207, 7.728925], [0.171997, -4.377815, -2.747730], [2.575865, 3.586638, -0.693693], [-0.935744, 0.835174, 2.430037], [0.122252, -1.744215, -4.184436], [8.170515, -2.573032, 7.022310], [0.522390, 0.346086, 1.034114], [0.944785, 3.191695, 0.947017], [-0.740056, 4.687843, 0.154861], [-1.454669, 2.952433, 1.142006], [-2.530230, 2.802658, -0.252014], [-2.875877, -2.047937, -5.178598], [-4.876586, 0.156795, -4.974774], [2.688315, 1.854529, -1.123640], [0.371554, -1.112811, -1.722003], [5.069343, -2.451621, 4.749927], [-3.414986, -0.376452, 1.319687], [0.045305, 3.758097, -0.998621], [-3.480073, 1.539304, -3.827375], [-3.014689, -1.857260, -2.975883], [7.909348, -2.182695, 5.302824], [4.677783, 2.891441, 2.112727], [1.119708, 0.581199, -0.570418]],
  "forces_ev_per_a": [[-0.114, 0.174, 0.202], [-0.339, -0.179, 0.271], [-0.556, 1.465, -1.334], [1.909, -1.161, 0.168], [-0.936, -2.148, 2.618], [-1.109, -1.994, -0.849], [1.129, -0.081, -1.550], [0.067, 1.282, 0.362], [0.581, -0.166, 0.555], [0.507, -0.393, 0.338], [-0.097, -0.654, -0.560], [-0.571, 0.563, -0.109], [-0.269, 0.089, -0.250], [0.372, 0.713, 1.095], [0.563, -1.189, -0.661], [-0.583, -0.495, -0.177], [1.380, 0.539, -1.105], [0.751, 0.635, -1.254], [-0.233, 0.705, 0.160], [-0.073, -0.516, -0.598], [-0.477, -0.577, 0.926], [-0.248, -0.033, -0.028], [-0.191, -0.002, 0.112], [-0.263, -0.329, -0.523], [0.005, 0.097, -0.012], [0.061, 0.561, 0.711], [-0.715, -0.121, 0.357], [0.820, -0.760, -1.820], [-1.105, -1.145, 0.810], [-0.587, 2.514, 0.541], [0.687, 0.290, -1.004], [1.151, -1.668, -0.126], [0.254, 0.931, -0.407], [1.005, -0.133, 0.967], [1.145, -1.051, 1.377], [0.414, -0.193, -1.020], [0.130, 1.003, 0.428], [-0.201, -0.290, -1.020], [-1.163, -0.255, 0.514], [-0.349, 1.545, -0.435], [-0.003, -0.872, -0.173], [-1.076, 1.444, -0.162], [-0.308, -0.711, 1.281], [0.770, -0.809, 0.025], [1.276, -0.706, -0.208], [0.642, 1.336, -0.083], [-0.123, 0.377, 0.405], [-0.484, 0.090, -0.594], [0.090, -0.315, -0.015], [0.386, -0.627, 0.465], [-1.058, 0.115, -0.182], [-1.207, -1.383, -0.430], [0.263, -0.140, -0.323], [-0.047, -0.359, -0.633], [-0.936, -0.424, 0.789], [-0.312, 0.084, 0.214], [0.137, 0.823, -0.110], [-0.102, 1.019, 0.066], [-0.417, 0.230, -1.762], [-0.543, 0.706, 0.209], [1.938, -1.718, 1.200], [-0.784, -0.429, 1.083], [-1.998, 2.378, 2.090], [0.004, 0.040, -0.005], [-0.048, 0.205, -0.192], [-0.449, -0.495, 0.064], [-0.022, 0.221, -0.005], [-0.160, 0.852, -0.067], [0.201, 0.187, -0.107], [0.163, 0.290, -0.193], [0.278, 0.078, 0.165], [0.221, -1.495, -0.348], [-0.058, 0.142, 0.305], [-0.285, 0.186, 0.002], [0.111, 0.127, -0.225], [0.067, 0.085, -0.127], [0.051, 0.038, -0.001], [0.281, -0.347, -0.081], [-0.042, 0.433, -0.119], [0.050, -0.205, -0.126], [0.092, 0.088, -0.014], [-0.257, 0.179, 0.140], [-0.210, 0.215, 0.120], [0.019, 0.046, 0.106], [0.206, 0.200, 0.097], [0.166, 0.024, -0.185], [0.144, -0.143, -0.031], [-0.122, -0.130, -0.011], [-0.124, -0.062, 0.073], [0.010, 0.426, 0.090], [-0.300, 0.265, -0.027], [-0.008, -0.177, -0.044], [0.186, 0.731, -0.798], [0.242, 0.236, -0.312], [0.105, -0.384, 0.091], [0.227, 0.226, -0.193], [0.251, -0.166, 0.076], [-0.140, 0.161, 0.032], [-0.215, 0.177, -0.173], [-0.124, -0.022, 0.008], [-0.054, 0.216, -0.208], [0.154, -1.036, 2.010], [0.444, 0.445, -0.352], [-0.086, 0.205, -0.003], [0.009, 0.030, 0.030], [0.408, 0.272, -0.322], [-0.246, -0.044, 0.036]],
  "multiplicity": 1,
  "homo_ev": -9.3,
  "gap_ev": 2.9,
  "total_energy_ha": -8596.732309,
  "charge": 1,
  "e_lumo_ev": -6.4
}

(2)
{
  "formula": "C28H44BrF3N2O15",
  "method": "ωB97M-V with the def2-TZVPD basis set",
  "elements": ["Br", "F", "F", "F", "O", "O", "O", "O", "O", "O", "O", "O", "O", "O", "O", "O", "O", "O", "O", "N", "N", "C", "C", "C", "C", "C", "C", "C", "C", "C", "C", "C", "C", "C", "C", "C", "C", "C", "C", "C", "C", "C", "C", "C", "C", "C", "C", "C", "C", "H", "H", "H", "H", "H", "H", "H", "H", "H", "H", "H", "H", "H", "H", "H", "H", "H", "H", "H", "H", "H", "H", "H", "H", "H", "H", "H", "H", "H", "H", "H", "H", "H", "H", "H", "H", "H", "H", "H", "H", "H", "H", "H", "H"],
  "coordinates": [[1.414655, 0.122791, -2.256971], [0.133988, 3.219412, 0.914613], [1.811250, 2.227122, 2.045472], [-0.286509, 1.655258, 2.613721], [-0.050908, -1.202634, 1.923441], [-0.166763, 4.742488, -4.901447], [-0.389738, 0.840416, -0.673108], [-1.297496, -5.822138, -1.804657], [-1.246117, 7.794807, 0.684934], [0.741776, -5.090359, -1.149449], [0.068323, 6.270096, -3.247996], [1.756397, -4.926214, 4.106881], [-0.742979, 4.228893, -2.773379], [3.304909, -6.564205, 3.909307], [2.775931, -5.725456, 5.943239], [-2.879407, 8.488697, -0.720337], [-2.762800, 9.332217, 1.357835], [2.108499, -0.888878, 1.293103], [-0.259275, -4.211048, -2.977447], [4.072269, 0.591324, 1.035925], [2.554260, 2.112698, -0.778988], [4.093053, -4.363157, -1.446703], [-3.733216, -0.729102, 0.164275], [4.073016, -3.839098, 0.067381], [-0.270665, 5.052025, -3.750346], [3.877685, -1.227799, -0.556583], [2.045561, -4.575991, 6.347765], [-1.386818, -4.612421, -3.742868], [-2.825719, 0.064667, -0.925085], [-1.754275, 1.062934, -0.211082], [-0.498651, 4.872867, -1.528810], [0.743063, -0.516449, 1.268785], [-2.245455, -5.316162, -2.734992], [2.672050, -5.810385, 4.588025], [3.010442, -0.234388, 0.357523], [0.527502, 1.979122, 1.489709], [1.996552, 0.772330, -0.411049], [-0.410682, 6.319261, -1.908277], [-2.205706, 8.474300, 0.462237], [1.068780, -4.385050, 5.226674], [-3.118859, -2.171643, 0.558230], [-0.183824, -5.046011, -1.904894], [-5.242484, -0.839281, -0.376681], [4.663436, -2.365919, 0.271980], [2.608793, -3.914870, 0.735901], [-2.132632, -0.973550, -1.937142], [-3.723386, 10.108718, 0.653861], [0.548687, 0.815463, 0.393668], [-4.071220, 9.236372, -0.514656], [-1.264411, -1.547448, -1.468928], [4.797516, -2.125548, 1.380708], [-4.888656, 8.544533, -0.292529], [5.028955, -3.944004, -1.942206], [1.552928, -4.745854, 7.306142], [-5.331875, -1.521868, -1.302848], [-4.326915, 9.812646, -1.404659], [4.639953, 0.002419, 1.659279], [-1.904532, 0.931313, 0.909473], [4.631329, -0.561515, -1.117613], [-1.884671, -3.747802, -4.184259], [-3.394087, -2.369926, 1.650650], [-2.048347, 2.113885, -0.582863], [3.270608, -1.780220, -1.354621], [3.377475, 1.974939, -1.379563], [-3.510257, -3.020602, -0.103412], [2.263111, -4.999397, 0.698146], [0.823309, -3.335116, 5.060995], [0.142424, -4.946863, 5.377665], [2.725672, -3.526786, 1.813678], [-3.769005, -0.138211, 1.153444], [4.742928, -4.546151, 0.678035], [3.168027, -3.917219, -1.963875], [-1.827227, -0.451910, -2.916483], [-1.968033, -2.133409, 0.536115], [4.655588, 1.058955, 0.334205], [0.275370, 6.876354, -1.270525], [-4.586489, 10.324711, 1.284715], [-5.965872, -1.276073, 0.405164], [-1.306767, 4.675441, -0.823604], [-1.384760, 6.814333, -1.898948], [4.124540, -5.504864, -1.515446], [-3.578210, 0.664576, -1.560440], [-1.051813, -5.276989, -4.544633], [1.890229, -3.194898, 0.212167], [-2.950075, -1.737991, -2.221857], [1.837941, 2.691939, -1.229096], [0.437333, 4.491987, -1.111426], [2.737380, -3.734555, 6.448272], [-3.261102, 11.052091, 0.349446], [-2.923510, -4.634176, -2.213268], [-5.685248, 0.168184, -0.693917], [5.731721, -2.384451, -0.167169], [-2.827770, -6.126528, -3.175649]],
  "forces_ev_per_a": [[1.174, -1.145, -0.162], [0.375, -2.849, 1.462], [-3.111, -0.881, -1.343], [1.472, 1.049, -2.828], [2.165, 2.641, -2.416], [-0.088, 0.187, 0.796], [-1.128, 0.487, 3.838], [0.396, 0.272, -0.111], [-0.673, 0.409, -0.185], [-0.836, -0.066, -0.756], [-0.084, -0.673, -0.271], [0.410, -0.317, 0.288], [0.114, 0.299, -0.423], [-0.433, 0.535, 0.506], [-0.089, -0.059, -0.442], [0.313, 0.014, 0.453], [0.215, -0.444, -0.402], [-0.698, 0.853, -0.545], [-0.030, -0.273, 0.430], [-1.436, -0.378, 0.663], [-0.228, -1.435, 1.494], [-0.063, 1.033, 0.439], [-0.160, -0.133, -0.036], [-0.395, -0.289, 0.875], [0.128, -0.146, -0.981], [-0.674, -0.929, -0.363], [0.039, 0.332, 0.723], [-0.164, 0.277, -0.755], [-0.048, -0.653, -0.176], [-2.302, 0.193, -0.923], [-0.053, -0.274, 0.700], [-0.244, -2.290, 1.401], [-0.770, -0.210, -0.002], [0.520, -0.637, -0.721], [0.798, 1.085, -1.145], [0.949, 1.822, 1.243], [-0.114, 1.712, -1.279], [-0.031, 0.743, 0.501], [0.743, -0.435, 0.327], [-0.694, 0.477, -0.086], [0.131, 0.607, 0.462], [0.822, -0.039, 0.673], [-0.372, -0.374, -0.099], [0.942, -0.141, -0.980], [1.136, 0.304, 0.100], [-0.808, -0.011, -0.224], [-0.364, 0.706, 0.271], [2.581, -0.632, -0.603], [-0.701, 0.054, -0.525], [-1.114, 0.957, -0.780], [-0.449, -0.338, -1.416], [0.070, 0.027, 0.014], [-1.124, -0.617, 0.419], [0.161, -0.143, -0.071], [0.366, 0.960, 1.369], [0.167, -0.171, -0.009], [-0.311, 0.314, -0.667], [0.580, 0.366, -1.427], [-1.268, -0.969, 0.862], [0.210, 0.035, 0.100], [0.254, 0.009, -1.582], [0.579, -1.426, 1.010], [0.655, 0.949, 1.166], [-0.817, 0.240, 0.190], [0.589, 1.242, 0.905], [0.174, 1.707, 0.198], [0.062, -0.133, -0.198], [0.067, 0.002, 0.001], [-0.348, -0.846, -1.515], [0.074, -0.628, -1.574], [-0.858, 1.066, -0.792], [1.381, -1.000, 0.492], [-0.180, -0.778, 1.640], [-1.831, -0.160, -0.028], [-0.374, -0.446, 0.539], [-0.051, 0.007, -0.214], [0.199, -0.090, 0.091], [1.240, 0.592, -1.029], [0.057, -0.107, -0.157], [0.094, -0.059, -0.004], [-0.298, 1.705, 0.156], [1.349, -0.600, 1.037], [-0.011, 0.011, 0.067], [0.894, -1.305, 0.586], [1.244, 1.065, 0.389], [0.527, -0.568, -0.010], [-0.064, 0.082, -0.026], [-0.036, -0.041, -0.039], [-0.004, -0.077, 0.002], [0.063, 0.003, -0.021], [0.820, -1.243, 0.545], [-1.498, 0.065, 0.734], [0.129, -0.039, 0.183]],
  "multiplicity": 1,
  "homo_ev": -9.2,
  "gap_ev": 9.5,
  "total_energy_ha": -5204.936800,
  "charge": 0,
  "e_lumo_ev": 0.3
}